(1)
Below is C22H26IrN2O2S4 as an isolated structure, with properties calculated with wB97M-V/def2-TZVPD.

The max |F| comes out at 0.6 eV/A. As for the energy above the lowest of the compared OMol25 structures with the same formula, charge and spin: 0.00 kJ/mol.

```
! wB97M-V def2-TZVPD RIJCOSX def2/J DEFGRID3
* xyz 2 2
Ir 0.67733 0.47230 -0.45803
C 3.07189 2.72492 -0.80973
C 2.43677 3.05813 0.53515
S 0.70786 2.51318 0.77235
C -0.20567 3.65748 -0.31025
C -0.11357 3.37228 -1.80177
S -0.61553 1.64436 -2.00360
C 0.03550 1.10590 -3.60522
C 0.02543 -0.40899 -3.59379
S 0.88217 -1.17709 -2.16743
C 2.62545 -1.01414 -2.71072
C 3.20079 0.40013 -2.66310
S 2.86148 0.94373 -0.98183
H 4.14006 2.94378 -0.79355
H 2.61532 3.26026 -1.63511
H 2.45887 4.13202 0.72141
H 2.96878 2.56611 1.35020
H 0.12598 4.66772 -0.06943
H -1.24013 3.56777 0.02676
H 0.86041 3.58425 -2.23234
H -0.85231 3.97962 -2.32668
H 1.02749 1.52613 -3.73408
H -0.61463 1.48229 -4.39541
H 0.46698 -0.82991 -4.49701
H -0.99348 -0.77495 -3.50029
H 2.67633 -1.42528 -3.71846
H 3.18702 -1.67948 -2.05370
H 2.81120 1.06067 -3.43002
H 4.28692 0.35820 -2.75865
O 1.82660 -0.03753 1.17337
C 1.93612 -1.12179 1.89046
C 3.14261 -1.39631 2.55072
C 3.23912 -2.49407 3.37107
C 2.14722 -3.36293 3.57904
C 0.96705 -3.10199 2.95475
C 0.83133 -1.97594 2.08916
C -0.41775 -1.76672 1.51167
N -0.86050 -0.90660 0.57724
N -2.13913 -1.21835 0.37860
C -2.76981 -0.81374 -0.79543
O -2.12675 -0.38426 -1.74422
C -4.22671 -0.99000 -0.80220
C -4.94093 -0.57702 -1.92946
C -6.31419 -0.71778 -1.96505
C -6.98139 -1.27163 -0.87699
C -6.27756 -1.68431 0.24590
C -4.90082 -1.54709 0.28789
H 3.97708 -0.72293 2.40854
H 4.17646 -2.69365 3.87469
H 2.24943 -4.21770 4.23155
H 0.11064 -3.74768 3.10424
H -1.18927 -2.46117 1.82606
H -4.40777 -0.14656 -2.76633
H -6.87056 -0.39971 -2.83607
H -8.05719 -1.38323 -0.90747
H -6.80290 -2.11733 1.08589
H -4.34633 -1.87515 1.15466
*
```

***

(2)
Below is C53H28I4N5Pt as an isolated structure at a distorted geometry, with properties calculated with wB97M-V/def2-TZVPD.

The max |F| comes out at 1.9 eV/A. As for the total energy: -98512.0600 eV.

```
! wB97M-V def2-TZVPD RIJCOSX def2/J DEFGRID3
* xyz -1 1
Pt 0.29880 0.19960 0.53240
I 1.92720 -5.73670 -2.52340
C 1.74310 -4.85430 -0.53460
C 0.59830 -4.84810 1.24540
C 0.90150 -3.41040 1.70130
C 2.22840 -2.74860 1.68740
C 3.16980 -3.13520 0.66630
C 2.93600 -3.98490 -0.33680
C 2.28760 -1.50920 2.25040
C 3.03970 -0.43070 1.59360
C 4.34840 0.05080 1.65810
C 4.42060 1.11790 0.77740
C 3.15760 1.22740 0.14770
C 2.76510 2.07310 -0.91230
C 3.54930 3.26450 -1.22800
C 4.92510 3.26750 -1.46300
C 5.62320 4.45670 -1.55550
C 4.95120 5.65750 -1.42210
I 6.04760 7.47110 -1.38520
C 3.57540 5.68770 -1.27890
C 2.88480 4.49760 -1.20040
C 1.54490 1.91490 -1.60750
N 0.47230 1.20430 -1.18400
C -0.51640 1.32980 -2.12030
C -1.85550 0.98990 -1.90540
C -2.79420 1.27170 -3.01310
C -2.91550 0.40870 -4.09470
C -3.80120 0.68910 -5.12120
C -4.55140 1.84830 -5.06640
I -5.91580 2.28590 -6.63330
C -4.43230 2.73540 -4.01340
C -3.55470 2.43590 -2.98870
C -2.40330 0.61140 -0.67480
C -3.79400 0.58800 -0.36800
C -3.90100 0.41750 0.98210
C -2.58000 0.26460 1.50370
N -1.69610 0.38390 0.47600
C -2.21150 0.10300 2.85870
C -0.91440 -0.27810 3.26320
C -0.49390 -0.73170 4.53710
C 0.78520 -1.23990 4.39040
C 1.13710 -1.05890 3.04920
N 0.12350 -0.47600 2.38710
C -3.18090 0.44820 3.89960
C -2.82360 1.45020 4.80720
C -3.70660 1.91100 5.75990
C -4.97000 1.35200 5.82610
I -6.33910 2.06230 7.28570
C -5.34650 0.34090 4.96170
C -4.45610 -0.10800 4.00410
C -0.01600 2.09180 -3.21710
C 1.24980 2.47970 -2.88490
N 2.32300 0.27780 0.69620
H -0.20770 -5.30340 1.82290
H 0.31460 -3.13590 2.57560
H 4.11240 -2.60500 0.67360
H 3.73730 -4.13370 -1.04420
H 5.12820 -0.32550 2.29480
H 5.28230 1.73320 0.59440
H 5.44560 2.32900 -1.58660
H 6.68930 4.44450 -1.72590
H 3.05090 6.62850 -1.20630
H 1.81270 4.51570 -1.06590
H -2.31920 -0.49030 -4.12640
H -3.90100 0.00830 -5.95350
H -5.00860 3.64850 -3.98780
H -3.44970 3.11450 -2.15650
H -4.59330 0.71770 -1.07610
H -4.80670 0.40350 1.55540
H -1.07480 -0.72070 5.43920
H 1.41010 -1.67400 5.14650
H -1.84010 1.88850 4.73480
H -3.42220 2.71030 6.42840
H -6.33200 -0.09420 5.03020
H -4.74630 -0.91650 3.34960
H -0.56210 2.33390 -4.11040
H 1.92790 3.07270 -3.46970
N -1.11850 -9.55970 -0.81210
C -0.72610 -8.49500 -0.63260
C -0.23810 -7.18750 -0.40270
C 0.90140 -7.09040 0.33270
C 1.61770 -5.83360 0.66500
C 0.32260 -4.29260 -0.16920
C -0.81130 -4.82310 -0.93640
C -1.04590 -6.14070 -1.01200
C 0.33460 -2.87060 0.33440
C 0.09410 -1.76340 -0.29490
H 1.32660 -8.00900 0.71240
H 2.53790 -6.03040 1.21800
H -1.45840 -4.09800 -1.40860
H -1.90010 -6.49600 -1.57420
*
```